# 1
{
  "formula": "C58H35N15O2PbS",
  "method": "wB97M-V/def2-TZVPD",
  "charge": -2,
  "relative_energy_ev": 5.753,
  "homo_ev": -1.0,
  "total_energy_ev": -103242.446,
  "max_force_ev_per_a": 0.3,
  "elements": ["Pb", "C", "C", "C", "C", "C", "N", "C", "C", "C", "C", "C", "C", "C", "C", "N", "C", "N", "C", "N", "C", "N", "C", "N", "C", "N", "C", "C", "C", "C", "C", "C", "C", "C", "C", "C", "C", "C", "C", "C", "N", "H", "H", "H", "H", "H", "H", "H", "H", "H", "H", "H", "H", "H", "H", "H", "H", "N", "C", "C", "C", "C", "C", "C", "C", "C", "C", "C", "C", "C", "N", "C", "C", "C", "C", "N", "H", "H", "H", "H", "H", "H", "H", "H", "H", "H", "N", "C", "C", "C", "C", "C", "C", "S", "O", "O", "N", "C", "N", "C", "C", "C", "N", "H", "H", "H", "H", "H", "H", "H", "H", "H"],
  "xyz": [[0.38, -0.06, -0.87], [-4.44, 0.41, -2.19], [-4.37, 0.49, -0.80], [-3.50, -0.32, -0.07], [-2.69, -1.19, -0.78], [-1.77, -2.28, -0.35], [-0.30, -3.75, 1.20], [0.86, -3.28, 1.33], [2.01, -4.07, 1.80], [2.07, -5.41, 2.16], [3.28, -5.90, 2.61], [4.41, -5.06, 2.68], [4.34, -3.73, 2.30], [3.11, -3.25, 1.88], [2.76, -1.94, 1.30], [3.65, -1.15, 0.89], [3.64, -0.15, -0.04], [2.73, -0.04, -1.07], [3.30, 0.67, -2.07], [2.85, 0.79, -3.37], [1.79, 0.21, -3.82], [0.80, -0.47, -3.15], [-0.09, -1.00, -4.07], [-1.13, -1.71, -3.92], [-1.65, -2.14, -2.69], [-1.44, -3.55, -2.42], [-2.76, -1.28, -2.17], [-3.63, -0.47, -2.89], [0.35, -0.58, -5.43], [-0.18, -0.83, -6.68], [0.47, -0.29, -7.78], [1.63, 0.48, -7.62], [2.16, 0.71, -6.36], [1.50, 0.17, -5.27], [4.58, 1.11, -1.67], [5.58, 1.86, -2.32], [6.78, 2.05, -1.68], [7.01, 1.48, -0.39], [6.06, 0.75, 0.25], [4.81, 0.56, -0.39], [1.30, -1.93, 1.11], [-5.11, 1.07, -2.72], [-4.96, 1.23, -0.27], [-3.43, -0.24, 1.00], [1.19, -6.03, 2.09], [3.37, -6.93, 2.91], [5.35, -5.47, 3.03], [5.20, -3.09, 2.32], [-3.64, -0.52, -3.97], [-1.08, -1.43, -6.78], [0.08, -0.45, -8.78], [2.12, 0.89, -8.50], [3.07, 1.29, -6.22], [5.40, 2.27, -3.31], [7.56, 2.63, -2.15], [7.98, 1.64, 0.08], [6.24, 0.31, 1.23], [-7.28, -3.11, 6.04], [-6.34, -2.92, 5.39], [-5.18, -2.68, 4.60], [-4.61, -1.40, 4.51], [-3.48, -1.17, 3.76], [-2.83, -2.21, 3.02], [-3.46, -3.50, 3.11], [-4.58, -3.72, 3.87], [-1.66, -2.02, 2.25], [-0.61, -1.10, 2.64], [-0.55, -0.21, 3.70], [0.70, 0.46, 3.69], [1.43, -0.03, 2.66], [0.65, -0.96, 1.99], [-1.42, -2.86, 1.05], [-2.56, -3.41, 0.25], [-2.62, -4.63, -0.59], [-2.29, -4.54, -1.87], [-0.88, -2.56, -1.49], [-5.08, -0.57, 5.02], [-3.13, -0.16, 3.65], [-2.99, -4.34, 2.62], [-5.00, -4.72, 3.93], [-1.35, -0.03, 4.39], [1.00, 1.25, 4.36], [2.41, 0.24, 2.31], [-3.54, -3.09, 0.58], [-3.10, -5.52, -0.22], [-2.50, -5.33, -2.58], [0.68, 7.14, 3.97], [-0.06, 6.18, 3.26], [-1.14, 6.56, 2.47], [-1.88, 5.61, 1.79], [-1.55, 4.27, 1.89], [-0.48, 3.88, 2.68], [0.26, 4.83, 3.36], [-2.45, 3.02, 1.01], [-3.55, 3.68, 0.34], [-2.80, 2.01, 1.98], [-1.37, 2.37, 0.03], [-0.80, 3.12, -0.92], [-1.11, 4.42, -1.11], [-0.51, 5.06, -2.10], [0.42, 4.47, -2.93], [0.74, 3.15, -2.65], [0.16, 2.48, -1.66], [0.68, 8.05, 3.53], [1.63, 6.85, 4.16], [-1.40, 7.61, 2.39], [-2.71, 5.89, 1.14], [-0.23, 2.83, 2.76], [1.10, 4.52, 3.97], [-0.79, 6.10, -2.22], [0.91, 5.01, -3.74], [1.50, 2.63, -3.21]],
  "mulliken_charge": [2.0830, -1.0452, -0.4995, -0.4116, 0.6473, 1.6241, -0.5054, -0.1830, -0.2427, -0.1589, -0.7042, -0.5596, -0.3961, -0.0430, -0.9021, -0.2236, -0.7081, -0.2352, -0.3334, -0.4201, -0.4555, -0.2456, 0.1143, -0.5279, 0.1386, -0.7945, 0.0785, -0.5188, -0.2679, -0.0071, -0.6444, -0.6188, -0.0909, 0.0189, 0.3391, -0.1906, -0.6314, -0.6277, -0.3862, 0.5050, 0.6286, 0.3749, 0.3896, 0.5119, 0.5555, 0.3943, 0.3915, 0.5381, 0.5129, 0.5550, 0.3846, 0.3910, 0.5665, 0.5027, 0.3772, 0.3807, 0.4805, -0.7170, 0.1271, 0.3172, -1.4364, 0.0730, 1.3131, -0.4587, -1.0323, 0.7107, 0.1280, -0.3148, -1.7653, -0.2619, 0.5910, 0.0942, -0.4588, -1.5874, -0.7393, -0.3712, 0.4613, 0.1729, 0.4206, 0.4292, 0.5380, 0.4038, 0.6193, 0.9451, 0.3788, 0.4358, -0.6401, 1.0809, -0.8171, -0.1027, -0.9006, -0.4105, -0.6540, 1.4995, -0.8093, -0.7244, 0.1920, 0.0341, -0.4172, -0.2854, -1.0956, -0.0642, 0.2375, 0.2248, 0.2342, 0.2614, 0.4893, 0.3267, 0.3120, 0.3831, 0.4386, 0.2859]
}

# 2
{
  "formula": "C4H16O4",
  "method": "wB97M-V/def2-TZVPD",
  "smiles": "CO.CO.CO.CO",
  "charge": 0,
  "relative_energy_ev": 2.293,
  "homo_ev": -9.6,
  "total_energy_ev": -12595.544,
  "max_force_ev_per_a": 1.4,
  "elements": ["C", "O", "H", "H", "H", "H", "C", "O", "H", "H", "H", "H", "C", "O", "H", "H", "H", "H", "C", "O", "H", "H", "H", "H"],
  "xyz": [[0.34, 0.40, -1.35], [0.70, 1.16, -0.17], [-0.33, 0.99, -1.98], [1.22, 0.13, -1.94], [-0.16, -0.53, -1.09], [1.13, 0.49, 0.37], [2.84, -1.31, 2.43], [2.47, -0.83, 1.14], [3.15, -2.35, 2.39], [3.70, -0.78, 2.84], [1.97, -1.16, 3.07], [3.28, -0.64, 0.65], [-2.18, -3.04, -0.38], [-1.68, -2.43, 0.80], [-2.59, -4.03, -0.20], [-2.92, -2.43, -0.91], [-1.35, -3.19, -1.07], [-1.12, -3.04, 1.28], [-1.73, 3.96, -1.09], [-0.35, 3.74, -0.72], [-1.78, 4.95, -1.55], [-2.05, 3.18, -1.78], [-2.38, 3.94, -0.22], [-0.22, 2.81, -0.50]],
  "mulliken_charge": [-0.2881, -0.5326, 0.2641, 0.2483, 0.0094, 0.3063, -0.5804, -0.4968, 0.2369, 0.2785, 0.2431, 0.2754, -0.5978, -0.4936, 0.2854, 0.2451, 0.2534, 0.2872, -0.5199, -0.4951, 0.2110, 0.2277, 0.2394, 0.3929]
}